Arrangement a

Computed, not measured: a cluster of 2 separate species, H3N4O2 in total, with ωB97M-V with the def2-TZVPD basis set.

Structure (ORCA input):
```
! wB97M-V def2-TZVPD RIJCOSX def2/J DEFGRID3
* xyz -1 1
N -2.21406 1.04354 -0.07211
N 0.66235 1.53865 -0.28445
N 1.04182 0.79991 0.61186
N -1.17928 0.50668 -0.52349
O -1.01872 -0.77733 -0.54032
O -3.16584 0.11832 0.43373
H 0.55589 0.77414 1.62869
H 1.50876 -0.07894 0.36091
H -2.80616 -0.76837 0.69756
*
```

LUMO level	4.612	eV
HOMO energy	-0.1194	Ha

---

Arrangement b

Computed, not measured: a cluster of 2 separate species, H3N4O2 in total, with ωB97M-V with the def2-TZVPD basis set.

Structure (ORCA input):
```
! wB97M-V def2-TZVPD RIJCOSX def2/J DEFGRID3
* xyz -1 1
N -1.22694 0.24806 -0.12095
N -0.40793 -1.90865 -0.29194
N 0.04200 -2.65843 0.67659
N -0.51162 -0.71042 -0.26568
O 1.34382 2.44862 -0.16549
O -1.00981 1.46051 -0.56641
H 0.21070 -3.64769 0.41942
H 0.46773 2.01809 -0.50331
H 1.09205 2.74990 0.81777
*
```

LUMO level	4.778	eV
HOMO energy	-0.1281	Ha

---

Short version: arrangement a is the least stable of them.

---

Arrangement a

Computed, not measured: the molecule C2H7NO, with ωB97M-V with the def2-TZVPD basis set.

Structure (ORCA input):
```
! wB97M-V def2-TZVPD RIJCOSX def2/J DEFGRID3
* xyz 0 1
C 0.38293 1.22551 -0.10119
C -0.71348 0.10031 -0.11451
N -0.32374 -1.12420 0.54927
O 0.76359 -1.74251 -0.15646
H 0.01819 2.08456 -0.65829
H 1.28521 0.85664 -0.58417
H 0.61495 1.53897 0.91608
H -1.61075 0.45566 0.39713
H -0.96109 -0.14151 -1.15157
H 0.13908 -0.67263 1.37891
H 0.40510 -2.58080 -0.47520
*
```

LUMO level	1.138	eV
SMILES	CCNO
HOMO energy	-0.3480	Ha

---

Arrangement b

Computed, not measured: a cluster of 2 separate species, C2H7NO in total, with ωB97M-V with the def2-TZVPD basis set.

Structure (ORCA input):
```
! wB97M-V def2-TZVPD RIJCOSX def2/J DEFGRID3
* xyz 0 1
N -0.10124 3.05379 -0.75756
C -1.43348 2.71953 -0.69806
O -1.91392 1.67068 -0.37079
H 0.04843 4.04299 -0.63935
H 0.73726 2.51294 -0.73366
H -2.08863 3.51320 -1.06157
C 0.91809 -3.54216 0.91667
H 0.87579 -4.56594 0.56452
H 1.94384 -3.28046 0.55930
H 0.11498 -3.06525 0.32503
H 0.89889 -3.05932 1.89548
*
```

LUMO level	0.912	eV
SMILES	NC=O.C
HOMO energy	-0.3738	Ha

---

Arrangement c

Computed, not measured: the molecule C2H7NO, with ωB97M-V with the def2-TZVPD basis set.

Structure (ORCA input):
```
! wB97M-V def2-TZVPD RIJCOSX def2/J DEFGRID3
* xyz 0 1
N 1.21051 1.09768 0.17063
C 0.51925 -0.16185 -0.06836
C -0.92068 -0.10753 0.45528
O -1.61453 -1.21127 -0.19663
H 0.83516 1.87569 -0.35346
H 2.19941 1.07849 0.00747
H 0.95752 -1.02977 0.41345
H 0.54670 -0.35211 -1.15351
H -1.49626 0.74707 0.09360
H -1.10948 -0.26368 1.51136
H -1.12762 -1.67274 -0.87983
*
```

LUMO level	1.053	eV
SMILES	NCCO
HOMO energy	-0.3453	Ha

---

Arrangement d

Computed, not measured: the molecule C2H7NO, with ωB97M-V with the def2-TZVPD basis set.

Structure (ORCA input):
```
! wB97M-V def2-TZVPD RIJCOSX def2/J DEFGRID3
* xyz 0 1
C -0.39490 0.95352 1.02640
N 0.47900 0.04930 0.35188
C 0.04572 -0.95821 -0.53515
O 0.34483 -0.72528 -1.95875
H -1.31877 0.42151 1.32112
H -0.14772 1.41513 1.98044
H -0.90703 1.66721 0.32521
H 1.44644 0.30703 0.23021
H -1.05496 -0.86071 -0.57367
H 0.30088 -1.98304 -0.31739
H 1.20650 -0.28645 -1.85031
*
```

LUMO level	1.056	eV
SMILES	CNCO
HOMO energy	-0.3262	Ha

---

Short version: arrangement a is the least stable of them.

---

Arrangement a

Computed, not measured: a cluster of 2 separate species, C2H7NO in total, with ωB97M-V with the def2-TZVPD basis set.

Structure (ORCA input):
```
! wB97M-V def2-TZVPD RIJCOSX def2/J DEFGRID3
* xyz 0 1
C -0.84307 -1.04578 -1.19440
C -0.30477 -1.97289 -0.13526
O -0.36078 -1.69959 1.03275
H -0.24347 -0.14065 -1.25612
H -1.83112 -0.72124 -0.86293
H -0.87706 -1.49076 -2.18875
H 0.07706 -2.96127 -0.45717
N 1.01472 2.36618 1.34963
H 0.46427 2.52301 0.52644
H 1.94982 2.04534 1.15304
H 0.95442 3.09765 2.03277
*
```

LUMO level	1.013	eV
SMILES	CC=O.N
HOMO energy	-0.3521	Ha

---

Arrangement b

Computed, not measured: the molecule C2H7NO, with ωB97M-V with the def2-TZVPD basis set.

Structure (ORCA input):
```
! wB97M-V def2-TZVPD RIJCOSX def2/J DEFGRID3
* xyz 0 1
C 0.90981 0.53535 0.83930
N 0.64861 -0.11850 -0.39659
C -0.69379 -0.56730 -0.87238
O -1.56004 0.38597 -0.34022
H 1.95280 0.87110 0.90351
H 0.77103 -0.13693 1.70586
H 0.21139 1.39105 0.98627
H 1.42985 -0.46329 -0.94216
H -0.58245 -0.53457 -1.94635
H -0.91529 -1.55311 -0.30260
H -2.17191 0.19023 0.36535
*
```

LUMO level	0.967	eV
SMILES	CNCO
HOMO energy	-0.2958	Ha

---

Arrangement c

Computed, not measured: a cluster of 2 separate species, C2H7NO in total, with ωB97M-V with the def2-TZVPD basis set.

Structure (ORCA input):
```
! wB97M-V def2-TZVPD RIJCOSX def2/J DEFGRID3
* xyz 0 1
N -1.21678 0.33712 -0.37100
C -1.17098 0.32860 1.00090
O -0.20478 0.67469 1.62942
H -2.08126 0.18454 -0.86042
H -0.51646 0.94340 -0.77000
H -2.08844 -0.02680 1.48265
C 2.10500 -1.02821 -1.48781
H 1.93292 -0.12550 -0.91450
H 2.49778 -0.75563 -2.46912
H 1.22008 -1.64071 -1.64471
H 2.83991 -1.67380 -1.01531
*
```

LUMO level	0.925	eV
SMILES	NC=O.C
HOMO energy	-0.3740	Ha

---

Arrangement d

Computed, not measured: the molecule C2H7NO, with ωB97M-V with the def2-TZVPD basis set.

Structure (ORCA input):
```
! wB97M-V def2-TZVPD RIJCOSX def2/J DEFGRID3
* xyz 0 1
C -0.73730 0.96433 -1.35454
N -0.39083 -0.19358 -0.53560
C 0.15581 0.13514 0.71992
O 0.91940 -0.93209 1.26813
H -0.42907 1.94663 -0.97949
H -0.39557 0.96901 -2.38448
H -1.82792 1.03892 -1.41790
H 0.24783 -0.75118 -1.10166
H -0.60838 0.47828 1.43757
H 0.86470 0.98545 0.78422
H 0.63206 -1.74585 0.83126
*
```

LUMO level	1.114	eV
SMILES	CNCO
HOMO energy	-0.3357	Ha

---

Short version: arrangement b is the least stable of them.

---

Arrangement a

Computed, not measured: the molecule C7H10N2, with ωB97M-V with the def2-TZVPD basis set.

Structure (ORCA input):
```
! wB97M-V def2-TZVPD RIJCOSX def2/J DEFGRID3
* xyz 0 1
C -2.83920 -0.61777 0.04175
C 0.59945 -1.34206 -0.89086
C 0.48491 0.55960 1.03703
C -1.76568 -0.18412 0.80013
C 1.10352 -0.67138 0.31055
C 0.49083 -1.94360 0.37549
C -1.06779 1.54518 -0.64730
N -3.85864 -1.07337 -0.33114
N -0.82118 0.77875 0.52836
H -0.22960 -0.76431 -1.29722
H 1.34356 -1.58429 -1.72620
H 0.58795 0.16108 1.99958
H 1.18997 1.32694 0.68114
H -1.95630 -0.29366 1.84333
H 2.14087 -0.63763 0.42493
H 0.18338 -2.90806 0.73279
H -2.14411 1.79257 -0.53176
H -0.49007 2.50021 -0.58010
H -0.80899 1.14751 -1.73779
*
```

LUMO level (alpha / beta)	0.078 / -0.284	eV
HOMO energy (alpha / beta)	-0.2785 / -0.2971	Ha

---

Arrangement b

Computed, not measured: the molecule C7H10N2, with ωB97M-V with the def2-TZVPD basis set.

Structure (ORCA input):
```
! wB97M-V def2-TZVPD RIJCOSX def2/J DEFGRID3
* xyz 0 1
C 0.66247 0.55324 -2.75391
C -0.26267 -0.42999 -1.86170
C -0.25311 -0.03998 -0.45089
N -1.00104 1.06809 -0.19615
C -1.06075 1.51122 0.98923
C -0.47844 0.79845 2.07837
N 0.22465 -0.30292 1.86743
C 0.34384 -0.74697 0.62319
C 1.21457 -2.04133 0.58234
H 1.75740 0.19138 -2.66538
H 0.52517 0.30328 -3.76902
H 0.77513 1.56314 -2.42217
H -1.28483 -0.41805 -2.33745
H 0.20686 -1.52529 -1.85880
H -1.48233 2.41968 1.18334
H -0.44611 1.21967 3.04391
H 0.83964 -2.74053 1.27215
H 1.44966 -2.45797 -0.47486
H 2.09871 -1.53931 1.08952
*
```

LUMO level	0.680	eV
SMILES	CCc1nccnc1C
HOMO energy	-0.3322	Ha

---

Short version: arrangement a is the least stable of them.

---

Arrangement a

Computed, not measured: a cluster of 2 separate species, CH2BrNO in total, with ωB97M-V with the def2-TZVPD basis set.

Structure (ORCA input):
```
! wB97M-V def2-TZVPD RIJCOSX def2/J DEFGRID3
* xyz 0 1
C -0.55256 -0.18902 0.51106
N -0.56821 -2.21910 0.30230
O 0.27292 -2.60584 -0.39407
Br -2.24552 0.09236 -0.15458
H 0.22710 0.37900 -0.13828
H -0.46870 -0.30924 1.62196
*
```

LUMO level (alpha / beta)	-0.223 / -0.224	eV
HOMO energy (alpha / beta)	-0.3052 / -0.3053	Ha

---

Arrangement b

Computed, not measured: the molecule CH2BrNO, with ωB97M-V with the def2-TZVPD basis set.

Structure (ORCA input):
```
! wB97M-V def2-TZVPD RIJCOSX def2/J DEFGRID3
* xyz 0 1
O -0.01660 -1.68151 -0.00001
C -0.48463 -0.58263 0.00002
N 0.21499 0.57101 0.00001
Br 2.07500 0.57466 -0.00001
H -1.57072 -0.36401 -0.00002
H -0.21803 1.48249 0.00001
*
```

LUMO level	0.117	eV
SMILES	O=CNBr
HOMO energy	-0.3661	Ha

---

Short version: arrangement a is the least stable of them.

---

Arrangement a

Computed, not measured: the ion C3H9N2Si with charge +1, with ωB97M-V with the def2-TZVPD basis set.

Structure (ORCA input):
```
! wB97M-V def2-TZVPD RIJCOSX def2/J DEFGRID3
* xyz 1 1
Si -0.57992 -0.19166 -2.10710
C -0.48467 -0.67736 -0.21001
N 0.62900 -1.48085 0.03762
C 1.29112 -1.06589 1.00791
C 0.87534 0.23552 1.60798
N -0.41957 0.48423 0.82289
H -1.82140 0.43564 -2.28121
H -0.36349 -1.43718 -2.59612
H 0.59740 0.81939 -2.03441
H -1.34342 -1.29507 -0.04954
H 2.28186 -1.60805 1.31305
H 0.59211 0.12383 2.65918
H 1.57507 1.02807 1.34780
H -1.41135 0.66582 1.22922
H -0.32186 1.41466 0.44951
*
```

LUMO level	-3.659	eV
SMILES	[SiH3][C@H]1N=CC[NH2+]1
HOMO energy	-0.5370	Ha

---

Arrangement b

Computed, not measured: a structure of composition C3H9N2Si, with ωB97M-V with the def2-TZVPD basis set.

Structure (ORCA input):
```
! wB97M-V def2-TZVPD RIJCOSX def2/J DEFGRID3
* xyz 1 1
C 0.14437 0.77742 -0.50415
C 1.54981 0.59719 -0.62692
C 0.48837 -1.15424 0.35880
N -0.47838 -0.27976 0.04581
N 1.88896 -0.59705 0.26027
Si -2.74637 0.05345 0.01559
H -0.20794 1.77650 -0.68036
H 1.84454 0.45502 -1.63882
H 2.05673 1.50172 -0.41626
H 0.30418 -2.04009 1.01628
H 2.47908 -1.41864 0.03500
H 2.15877 -0.38332 1.25383
H -2.96247 -1.38133 -0.42326
H -2.38531 1.14693 -0.69414
H -3.05035 0.10082 1.38275
*
```

LUMO level	-4.389	eV
HOMO energy	-0.3911	Ha

---

Short version: arrangement b is the least stable of them.